Arrangement P

{"formula": "C3H2N2OS", "method": "ωB97M-V/def2-TZVPD", "e_homo_ev": -9.26, "charge": 0, "homo_lumo_gap_ha": 0.26589, "smiles": "O=C1NN=CC1=S", "molar_mass_g_mol": 114.13, "species": ["O", "C", "N", "N", "C", "C", "S", "H", "H"], "coordinates": [[1.7695, 2.3724, -0.0222], [1.1763, 1.3354, 0.0062], [-0.1654, 1.1061, 0.0591], [-0.5250, -0.1916, 0.0273], [0.5244, -0.9484, 0.0025], [1.7429, -0.2143, -0.0055], [3.2964, -0.6804, 0.0097], [-0.8895, 1.8069, 0.0296], [0.4351, -2.0152, -0.0350]]}

Arrangement Q

{"formula": "C3H2N2OS", "method": "ωB97M-V/def2-TZVPD", "e_homo_ev": -9.50, "charge": 0, "homo_lumo_gap_ha": 0.27919, "molar_mass_g_mol": 114.13, "species": ["C", "C", "C", "H", "H", "N", "N", "O", "S"], "coordinates": [[1.1234, -0.6948, -0.2883], [-0.2815, -0.2521, -0.1759], [-1.9616, 0.8869, -0.0748], [1.3215, -1.7256, -0.2509], [-2.7403, 1.7529, 0.0251], [-0.5513, 1.0776, -0.2146], [-2.4030, -0.3113, 0.3773], [-1.3081, -1.0980, -0.0328], [2.4551, 0.2345, 0.1614]]}

Arrangement R

{"formula": "C3H2N2OS", "method": "ωB97M-V/def2-TZVPD", "e_homo_ev": -9.00, "charge": 0, "homo_lumo_gap_ha": 0.31485, "smiles": "O=C=NN1CC1=S", "molar_mass_g_mol": 114.13, "species": ["O", "C", "N", "N", "C", "C", "S", "H", "H"], "coordinates": [[-4.5493, -1.0172, 0.0078], [-3.3999, -1.1356, -0.0180], [-2.1911, -1.2847, 0.0619], [-0.7431, -1.3770, -0.1134], [0.2182, -0.2994, -0.0202], [0.7499, -1.6701, 0.0035], [1.6935, -2.9197, 0.0123], [0.2686, 0.2813, 0.9053], [0.3800, 0.3267, -0.8995]]}

Pick arrangement P: it beats the second-best structure by 1.843 eV.

Arrangement P

{"formula": "C11H15N", "method": "ωB97M-V/def2-TZVPD", "e_homo_ev": [0.77, -2.98], "s_squared": 0.77, "charge": -1, "homo_lumo_gap_ha": [0.11353, 0.24680], "spin_multiplicity": 2, "molar_mass_g_mol": 161.25, "species": ["C", "C", "C", "C", "C", "C", "C", "C", "C", "N", "H", "H", "H", "H", "H", "H", "H", "H", "H", "C", "C", "H", "H", "H", "H", "H", "H"], "coordinates": [[-2.2638, -2.0096, -0.6464], [-0.8578, -1.5887, -0.3583], [0.0602, -2.1315, 0.4807], [-0.2531, -0.3869, -0.9383], [1.0595, -0.3402, -0.4020], [-0.7944, 0.7612, -1.6031], [1.9566, 0.6736, -0.7900], [0.1104, 1.7834, -1.9008], [1.4690, 1.7565, -1.5684], [1.2767, -1.4355, 0.4118], [-2.3796, -3.0059, -0.2201], [-2.5197, -1.9630, -1.6989], [0.0283, -2.8358, 1.2965], [2.0755, -1.6610, 0.9780], [-1.8270, 0.7828, -1.9209], [2.9658, 0.7251, -0.3923], [-0.2726, 2.5963, -2.5197], [2.0917, 2.5968, -1.8354], [-2.9405, -1.2898, -0.1536], [-0.3982, 0.5576, 2.5637], [-0.5819, 2.0151, 2.9951], [0.6197, 0.1859, 2.6585], [-0.9690, -0.0787, 3.2530], [-0.7702, 0.4185, 1.5518], [-0.0330, 2.1986, 3.9242], [-1.6405, 2.2498, 3.0500], [-0.1116, 2.7037, 2.2874]]}

Arrangement Q

{"formula": "C11H15N", "method": "ωB97M-V/def2-TZVPD", "e_homo_ev": [0.64, -2.83], "s_squared": 0.77, "charge": -1, "homo_lumo_gap_ha": [0.12192, 0.24352], "spin_multiplicity": 2, "molar_mass_g_mol": 161.25, "species": ["C", "C", "H", "H", "H", "H", "H", "H", "C", "C", "C", "C", "C", "C", "C", "C", "C", "N", "H", "H", "H", "H", "H", "H", "H", "H", "H"], "coordinates": [[0.2866, 2.1819, 1.2863], [1.1122, 2.1746, 2.5084], [0.7753, 2.6462, 0.4069], [0.0525, 1.1544, 0.9329], [-0.7215, 2.6572, 1.4030], [2.0657, 1.7797, 2.3544], [0.7037, 1.6374, 3.2836], [1.2965, 3.2985, 2.6117], [2.1590, 0.1365, -1.9389], [1.5214, -1.9106, -0.4910], [1.2695, -0.7411, -1.2533], [-0.5682, -1.2993, 0.0758], [-0.1175, -0.3687, -0.9052], [-1.6632, -1.0613, 0.8990], [-0.9001, 0.7037, -1.1650], [-2.3571, 0.1871, 0.5674], [-2.0284, 1.0019, -0.4908], [0.3156, -2.3906, 0.1014], [2.4246, -2.3467, -0.5179], [0.3684, -3.0741, 0.8037], [2.2862, 1.1501, -1.5013], [1.6688, 0.3846, -2.9424], [-1.9809, -1.5866, 1.6942], [-0.7768, 1.0550, -2.2114], [-3.0603, 0.3987, 1.2942], [-2.6578, 1.9085, -0.6299], [3.0612, -0.3572, -2.2481]]}

Pick arrangement P: it beats the second-best structure by 1.742 eV.

Arrangement P

{"formula": "C2H6N3", "method": "ωB97M-V/def2-TZVPD", "e_homo_ev": -14.15, "charge": 1, "homo_lumo_gap_ha": 0.34006, "molar_mass_g_mol": 72.09, "species": ["C", "C", "N", "N", "N", "H", "H", "H", "H", "H", "H"], "coordinates": [[0.3698, 1.0718, 0.3283], [-0.4435, -1.2750, 0.0951], [1.4756, 1.2437, -0.2638], [2.4355, 1.7721, -0.4404], [-0.6687, 0.1166, -0.2828], [0.3752, 0.9264, 1.3569], [0.2810, -1.7872, -0.6729], [-0.1513, -1.2277, 1.1580], [-1.4219, -1.6304, -0.1344], [-1.5076, 0.4129, 0.1957], [-0.7441, 0.3768, -1.3395]]}

Arrangement Q

{"formula": "C2H6N3", "method": "ωB97M-V/def2-TZVPD", "e_homo_ev": -14.87, "charge": 1, "homo_lumo_gap_ha": 0.38640, "smiles": "[H]/N=C(\\[NH3+])N=C", "molar_mass_g_mol": 72.09, "species": ["H", "N", "C", "N", "N", "C", "H", "H", "H", "H", "H"], "coordinates": [[-1.2394, -1.6314, 1.1638], [-0.3770, -1.4007, 0.7119], [-0.2225, -0.2969, 0.1926], [-1.2603, 0.8506, -0.1108], [0.9285, 0.2902, -0.0248], [2.0003, -0.1928, -0.4237], [-0.8858, 1.6132, 0.4757], [-2.1227, 0.5502, 0.2346], [-1.5031, 0.9917, -1.1106], [2.9167, 0.3077, -0.2280], [1.7653, -1.0818, -0.8807]]}

Pick arrangement Q: it beats the second-best structure by 1.264 eV.

Arrangement P

{"formula": "H3PSSi", "method": "ωB97M-V/def2-TZVPD", "e_homo_ev": [-7.18, -7.41], "charge": 0, "homo_lumo_gap_ha": [0.21707, 0.21922], "molar_mass_g_mol": 94.15, "species": ["Si", "P", "S", "H", "H", "H"], "coordinates": [[0.0180, -0.1695, 0.0041], [-1.3803, -3.1456, 0.7992], [-2.0054, -3.0462, 2.6315], [0.6128, -0.4395, -1.4452], [-1.3128, 0.5758, 0.3633], [1.0380, -0.2599, 0.8965]]}

Arrangement Q

{"formula": "H3PSSi", "method": "ωB97M-V/def2-TZVPD", "e_homo_ev": [-8.99, -8.99], "charge": 0, "homo_lumo_gap_ha": [0.24771, 0.24581], "molar_mass_g_mol": 94.15, "species": ["Si", "P", "S", "H", "H", "H"], "coordinates": [[-0.4559, -0.2794, -0.2067], [-2.9241, -0.1986, -0.1390], [1.4246, 1.0516, -0.1921], [0.2862, -0.9961, 0.9116], [0.0009, -0.5792, -1.5801], [1.6683, 1.0016, 1.2063]]}

Pick arrangement Q: it beats the second-best structure by 0.139 eV.

Arrangement P

{"formula": "C11H44O11", "method": "ωB97M-V/def2-TZVPD", "e_homo_ev": -9.30, "charge": 0, "homo_lumo_gap_ha": 0.35003, "smiles": "CO.CO.CO.CO.CO.CO.CO.CO.CO.CO.CO", "molar_mass_g_mol": 352.46, "species": ["C", "O", "H", "H", "H", "H", "C", "O", "H", "H", "H", "H", "C", "O", "H", "H", "H", "H", "C", "O", "H", "H", "H", "H", "C", "O", "H", "H", "H", "H", "C", "O", "H", "H", "H", "H", "C", "O", "H", "H", "H", "H", "C", "O", "H", "H", "H", "H", "C", "O", "H", "H", "H", "H", "C", "O", "H", "H", "H", "H", "C", "O", "H", "H", "H", "H"], "coordinates": [[0.9030, 14.1710, 21.5510], [0.5870, 13.5910, 20.3040], [0.9500, 13.3990, 22.2790], [0.2130, 14.9760, 21.8010], [1.9160, 14.5950, 21.4060], [1.3120, 13.0090, 20.1110], [-5.5610, 14.5600, 23.8270], [-4.7550, 13.4800, 23.4930], [-5.3970, 15.3720, 23.1250], [-5.3510, 14.9190, 24.8300], [-6.5950, 14.2960, 23.7210], [-4.5070, 13.5760, 22.5860], [2.8100, 16.7180, 23.6510], [3.0280, 16.7090, 22.2400], [1.8910, 16.0960, 23.8700], [2.5640, 17.6850, 23.9710], [3.6170, 16.2360, 24.2370], [2.2090, 16.9970, 21.8300], [-1.3590, 11.4830, 22.3780], [-1.9680, 10.1930, 22.5050], [-1.0880, 11.8680, 23.3380], [-2.0770, 12.1970, 22.0000], [-0.4760, 11.3750, 21.6810], [-2.4850, 10.2750, 23.3310], [-1.8970, 14.7120, 24.3320], [-0.5400, 14.8660, 24.4530], [-2.4010, 14.1650, 25.0860], [-2.1260, 14.1660, 23.3200], [-2.4220, 15.6860, 24.2950], [-0.1520, 13.9880, 24.6540], [0.1870, 11.8210, 26.0180], [0.7730, 12.6050, 25.0040], [0.9590, 11.1190, 26.4210], [-0.5550, 11.1970, 25.6610], [-0.2640, 12.4240, 26.8290], [1.0920, 12.0390, 24.2610], [-4.4250, 17.6020, 22.1170], [-4.9320, 16.9250, 20.9920], [-4.0260, 18.5920, 21.7930], [-3.6720, 17.0620, 22.6780], [-5.3200, 17.8640, 22.6560], [-5.4890, 17.5380, 20.5200], [3.8160, 12.0490, 25.8380], [3.1500, 13.2810, 25.8240], [3.4670, 11.4860, 25.0060], [3.6710, 11.5280, 26.7600], [4.9140, 12.2390, 25.7400], [2.2120, 13.0670, 25.7520], [-3.5350, 10.8310, 25.6370], [-3.1120, 9.5780, 25.1190], [-3.0140, 11.6340, 25.1100], [-3.2030, 10.9180, 26.6600], [-4.6380, 11.0330, 25.6360], [-3.7070, 8.8550, 25.4550], [-2.6990, 14.6610, 20.2960], [-3.8630, 14.5840, 21.1570], [-2.0820, 13.7750, 20.3920], [-2.0400, 15.4820, 20.4640], [-3.0480, 14.7490, 19.2910], [-4.4010, 15.3920, 20.9690], [-0.5190, 17.5730, 22.1890], [0.4530, 17.3800, 21.2480], [-1.3770, 16.8280, 22.1130], [-0.9990, 18.5150, 22.2040], [-0.1200, 17.4870, 23.1990], [0.1880, 17.7110, 20.3590]]}

Arrangement Q

{"formula": "C11H44O11", "method": "ωB97M-V/def2-TZVPD", "e_homo_ev": -9.48, "charge": 0, "homo_lumo_gap_ha": 0.35445, "smiles": "CO.CO.CO.CO.CO.CO.CO.CO.CO.CO.CO", "molar_mass_g_mol": 352.46, "species": ["C", "O", "H", "H", "H", "H", "C", "O", "H", "H", "H", "H", "C", "O", "H", "H", "H", "H", "C", "O", "H", "H", "H", "H", "C", "O", "H", "H", "H", "H", "C", "O", "H", "H", "H", "H", "C", "O", "H", "H", "H", "H", "C", "O", "H", "H", "H", "H", "C", "O", "H", "H", "H", "H", "C", "O", "H", "H", "H", "H", "C", "O", "H", "H", "H", "H"], "coordinates": [[-3.7844, -0.6795, 0.7867], [-2.9105, 0.3627, 1.1486], [-3.2161, -1.4101, 0.2111], [-4.1297, -1.1523, 1.7061], [-4.6518, -0.3458, 0.2173], [-3.3353, 0.9748, 1.7539], [-2.4106, -1.6922, 3.9929], [-1.4831, -2.5848, 4.6277], [-3.3415, -2.1927, 3.7266], [-2.6923, -0.8408, 4.6125], [-2.1289, -1.2586, 3.0334], [-1.8708, -2.9331, 5.4339], [0.5043, -0.2208, -0.4495], [-0.3108, -0.9798, 0.4142], [0.9783, 0.6721, -0.0420], [1.3558, -0.8036, -0.8009], [-0.1452, 0.0719, -1.2745], [-1.0718, -0.4179, 0.5776], [-0.9474, -1.7524, -4.1012], [-1.3848, -3.0912, -4.2649], [-1.4260, -1.2575, -3.2562], [0.1404, -1.7035, -4.0531], [-1.3855, -1.2703, -4.9751], [-2.3429, -3.0306, -4.2645], [0.6570, -4.3056, -1.0420], [0.1808, -3.9508, 0.2280], [1.7090, -4.0238, -1.0863], [0.4723, -5.3660, -1.2139], [0.0250, -3.8059, -1.7761], [0.1327, -2.9973, 0.3281], [3.0511, 0.7230, -3.1936], [2.0630, 1.6982, -3.1997], [3.9780, 1.1144, -2.7743], [2.6567, -0.0764, -2.5664], [3.2281, 0.3604, -4.2062], [1.5098, 1.6085, -3.9791], [3.0485, -2.4608, 1.3862], [3.9920, -2.0853, 2.3353], [2.9911, -3.5485, 1.4276], [2.0906, -2.0299, 1.6775], [3.3611, -2.0931, 0.4089], [3.6948, -2.2992, 3.2228], [1.5565, 4.3868, 2.1481], [1.4515, 3.0064, 1.8342], [1.9705, 4.6267, 3.1274], [2.0817, 4.8637, 1.3206], [0.5304, 4.7545, 2.1510], [1.6563, 3.0006, 0.8963], [3.4531, 4.0083, -1.1442], [2.2639, 3.2155, -0.9263], [3.4697, 4.9167, -0.5419], [4.3381, 3.4154, -0.9131], [3.4973, 4.3080, -2.1913], [2.1931, 2.7256, -1.7489], [-0.6359, 1.3228, 3.9365], [0.5718, 2.0292, 4.1894], [-0.5288, 0.2770, 4.2242], [-1.5209, 1.7200, 4.4337], [-0.9264, 1.3257, 2.8860], [0.7724, 2.4298, 3.3404], [-3.7864, 1.0503, -2.7254], [-3.9211, 0.4580, -3.9885], [-4.6073, 0.6368, -2.1395], [-2.8037, 0.9651, -2.2616], [-3.9623, 2.1248, -2.7746], [-3.9647, -0.4936, -3.8697]]}

Pick arrangement Q: it beats the second-best structure by 0.133 eV.